{"formula": "C45H113N5O14", "method": "ωB97M-V/def2-TZVPD", "elements": ["C", "C", "C", "C", "C", "C", "N", "O", "C", "C", "C", "H", "H", "H", "H", "H", "H", "H", "H", "H", "H", "H", "H", "H", "H", "H", "H", "H", "H", "H", "C", "C", "C", "C", "C", "C", "N", "O", "C", "C", "C", "H", "H", "H", "H", "H", "H", "H", "H", "H", "H", "H", "H", "H", "H", "H", "H", "H", "H", "H", "C", "C", "C", "C", "C", "C", "N", "O", "C", "C", "C", "H", "H", "H", "H", "H", "H", "H", "H", "H", "H", "H", "H", "H", "H", "H", "H", "H", "H", "H", "C", "C", "C", "C", "C", "C", "N", "O", "C", "C", "C", "H", "H", "H", "H", "H", "H", "H", "H", "H", "H", "H", "H", "H", "H", "H", "H", "H", "H", "H", "C", "C", "C", "C", "C", "C", "N", "O", "C", "C", "C", "H", "H", "H", "H", "H", "H", "H", "H", "H", "H", "H", "H", "H", "H", "H", "H", "H", "H", "H", "O", "H", "H", "O", "H", "H", "O", "H", "H", "O", "H", "H", "O", "H", "H", "O", "H", "H", "O", "H", "H", "O", "H", "H", "O", "H", "H"], "coordinates": [[-1.2090, 9.0270, 4.7199], [0.1616, 8.3582, 4.9945], [0.0572, 7.6423, 6.3404], [-0.5785, 6.2626, 6.2597], [0.1061, 5.4202, 5.1541], [0.0395, 6.0932, 3.7820], [0.5267, 7.4546, 3.8821], [0.4325, 8.1037, 2.6394], [1.0753, 5.3377, 2.9122], [-1.3795, 5.8702, 3.2095], [1.1977, 9.4612, 5.1102], [-2.0383, 8.3118, 4.7421], [-1.3023, 9.5189, 3.7552], [-1.4294, 9.6800, 5.5680], [1.0113, 7.6088, 6.8767], [-0.5848, 8.2179, 7.0131], [-1.5959, 6.4085, 5.8750], [-0.6780, 5.6399, 7.1457], [-0.3816, 4.4512, 5.0459], [1.1085, 5.2406, 5.5585], [2.0942, 5.5415, 3.2418], [0.9892, 4.2603, 3.0957], [0.9045, 5.5982, 1.8688], [-1.3600, 6.2888, 2.2000], [-1.7086, 4.8367, 3.2672], [-2.1218, 6.4727, 3.7353], [2.1928, 9.0043, 5.1055], [1.0615, 10.0577, 6.0107], [1.2052, 10.1601, 4.2693], [1.2558, 8.5919, 2.5314], [-1.6515, -3.3741, 3.8106], [-0.3821, -2.7314, 4.4557], [0.5345, -2.2510, 3.3233], [-0.0012, -1.0323, 2.5625], [-0.3971, 0.0548, 3.5631], [-1.1130, -0.3527, 4.8656], [-0.5750, -1.6307, 5.3984], [-1.2846, -2.0158, 6.5586], [-0.8764, 0.7624, 5.8838], [-2.6273, -0.4469, 4.6413], [0.4036, -3.8269, 5.1685], [-2.0200, -2.7354, 3.0175], [-2.3405, -3.4930, 4.6523], [-1.4553, -4.3893, 3.4708], [1.5198, -1.9740, 3.7123], [0.6673, -3.1000, 2.6474], [-0.7821, -1.4019, 1.8887], [0.7741, -0.6410, 1.9010], [-1.0222, 0.7776, 3.0291], [0.5174, 0.6067, 3.7960], [0.1956, 0.9367, 6.0110], [-1.4178, 1.6539, 5.5799], [-1.1634, 0.4006, 6.8734], [-3.0437, 0.3316, 3.9899], [-3.0176, -1.3323, 4.1429], [-3.1716, -0.3816, 5.5858], [1.3834, -3.4583, 5.4759], [0.4627, -4.7233, 4.5525], [-0.0876, -4.1369, 6.0965], [-0.6324, -1.8837, 7.2536], [0.2118, -0.4194, -1.6678], [-0.4644, 0.6743, -2.5040], [-1.9775, 0.4551, -2.3191], [-2.4775, 0.9048, -0.9630], [-1.9449, 2.2802, -0.6041], [-0.4569, 2.5865, -0.8457], [-0.0905, 2.0418, -2.1779], [1.2396, 2.3612, -2.5519], [-0.3907, 4.1271, -0.9149], [0.4426, 1.9948, 0.2491], [-0.2150, 0.3997, -3.9987], [-0.1201, -0.3989, -0.6281], [1.2912, -0.2478, -1.6828], [0.1244, -1.4723, -1.9419], [-2.5611, 0.9510, -3.1052], [-2.2435, -0.5990, -2.4355], [-2.2248, 0.1390, -0.2195], [-3.5697, 0.9102, -0.9106], [-2.1060, 2.4977, 0.4611], [-2.5671, 3.0650, -1.0452], [0.6194, 4.4492, -1.1817], [-0.9563, 4.4025, -1.8073], [-0.7014, 4.5716, 0.0265], [-0.0702, 1.2376, 0.8446], [1.3378, 1.5488, -0.1694], [0.7988, 2.7202, 0.9869], [-0.4069, -0.6167, -4.3340], [0.8469, 0.5958, -4.1880], [-0.7871, 1.1164, -4.5892], [1.1147, 2.9550, -3.3033], [4.2424, -6.0179, 0.7895], [3.2188, -5.1603, 1.4793], [3.6819, -3.6868, 1.6695], [3.6953, -2.8679, 0.3875], [2.2650, -2.8839, -0.1810], [1.6089, -4.2632, -0.3245], [1.9100, -5.1310, 0.8106], [1.1784, -6.3252, 0.8865], [0.0931, -3.9871, -0.3190], [1.9853, -4.9037, -1.6514], [2.9909, -5.6407, 2.9070], [4.3857, -7.0329, 1.1751], [5.2481, -5.6282, 0.6125], [3.8981, -6.2664, -0.2208], [3.0592, -3.2304, 2.4370], [4.7174, -3.7465, 2.0182], [4.4054, -3.2322, -0.3565], [3.9076, -1.8167, 0.5913], [2.2971, -2.4988, -1.2050], [1.6621, -2.1577, 0.3675], [-0.2840, -3.5847, 0.6228], [-0.3568, -3.4881, -1.1730], [-0.4035, -4.9663, -0.4108], [1.6389, -4.3571, -2.5287], [3.0699, -5.0273, -1.7264], [1.6094, -5.9295, -1.7056], [3.8592, -5.5450, 3.5593], [2.6893, -6.6941, 2.8852], [2.1593, -5.1473, 3.4193], [0.4951, -6.1217, 1.5350], [-0.6928, -3.9599, -5.8795], [-1.7973, -4.3393, -4.8997], [-2.9139, -3.2905, -5.0791], [-4.2962, -3.7605, -4.6228], [-4.6313, -5.0968, -5.2594], [-3.6165, -6.2140, -4.9787], [-2.2646, -5.6896, -5.2238], [-1.2674, -6.6610, -5.0628], [-3.8058, -6.7976, -3.5917], [-3.8849, -7.2799, -6.0634], [-1.3442, -4.2249, -3.4415], [0.1373, -4.6671, -5.8686], [-0.2590, -2.9787, -5.6643], [-1.1307, -3.8497, -6.8722], [-2.6683, -2.3724, -4.5378], [-3.0408, -2.9364, -6.1097], [-5.0463, -3.0516, -4.9785], [-4.3049, -3.8250, -3.5318], [-4.8041, -4.9532, -6.3254], [-5.5473, -5.4528, -4.7771], [-3.6081, -6.0205, -2.8458], [-4.8253, -7.1511, -3.4162], [-3.1574, -7.6235, -3.2963], [-3.3201, -7.1052, -6.9806], [-3.5978, -8.2930, -5.7708], [-4.9441, -7.2605, -6.3225], [-0.8508, -3.2663, -3.2704], [-0.5898, -4.9986, -3.2599], [-2.1238, -4.4152, -2.7051], [-0.8983, -6.7804, -5.9454], [2.6383, 6.6435, -0.5092], [1.7035, 6.5170, -0.7058], [2.9637, 7.1923, -1.2310], [-3.0281, 2.2150, -7.0841], [-2.0894, 2.1362, -7.2817], [-3.1349, 3.0894, -6.6960], [3.8518, 3.2150, 2.1728], [4.3976, 3.7497, 1.5871], [3.1169, 3.7900, 2.4093], [3.4426, -1.1500, -3.7431], [3.3115, -1.4445, -2.8375], [3.7203, -0.2361, -3.6370], [2.3002, 0.3326, -7.1504], [1.5980, 0.9474, -6.9192], [2.6394, 0.6481, -7.9948], [1.6554, 5.2001, -3.6650], [1.6932, 4.9298, -2.7404], [0.7446, 5.0311, -3.9372], [4.1608, 3.2287, -3.5442], [4.9499, 3.7788, -3.5820], [3.8474, 3.1895, -4.4535], [-0.6488, 3.8079, -4.8810], [-1.5908, 3.6387, -4.9837], [-0.2450, 3.4738, -5.6892], [3.4417, 0.7460, -1.5745], [2.5794, 1.1702, -1.4718], [4.0040, 1.4499, -1.9239]], "lowdin_charge": [-0.0317, -0.5063, -0.1410, -0.1653, -0.1418, -0.5153, -0.1019, -0.0107, -0.0374, -0.0132, -0.0434, 0.0658, 0.0798, 0.0841, 0.1207, 0.1178, 0.0974, 0.1124, 0.1077, 0.1255, 0.0874, 0.0764, 0.0682, 0.0784, 0.0844, 0.0630, 0.0915, 0.0887, 0.0805, 0.1056, -0.0157, -0.5074, -0.1501, -0.1812, -0.1249, -0.4925, -0.0913, -0.0199, -0.0367, -0.0353, -0.0431, 0.0626, 0.0873, 0.0761, 0.1221, 0.0959, 0.0973, 0.0943, 0.1063, 0.1181, 0.0859, 0.0839, 0.0766, 0.0840, 0.0605, 0.0838, 0.0917, 0.0665, 0.0816, 0.1071, -0.0179, -0.4839, -0.1407, -0.1761, -0.1344, -0.4632, -0.0760, -0.0275, -0.0171, 0.0080, -0.0170, 0.0662, 0.0626, 0.0689, 0.1193, 0.1173, 0.1027, 0.1146, 0.1212, 0.1149, 0.0516, 0.0869, 0.0813, 0.0578, 0.0632, 0.0777, 0.0786, 0.0775, 0.0621, 0.0654, -0.0248, -0.5019, -0.1281, -0.1485, -0.1288, -0.4928, -0.1188, -0.0007, -0.0271, -0.0260, -0.0421, 0.0838, 0.0858, 0.0715, 0.0986, 0.1205, 0.1134, 0.1126, 0.0951, 0.0984, 0.0721, 0.0442, 0.0851, 0.0786, 0.0765, 0.0906, 0.0941, 0.0831, 0.0533, 0.0997, -0.0250, -0.5040, -0.1404, -0.1779, -0.1463, -0.5107, -0.1189, -0.0044, -0.0303, -0.0362, -0.0369, 0.0825, 0.0810, 0.0850, 0.1063, 0.1173, 0.1123, 0.1071, 0.1228, 0.1195, 0.0698, 0.0868, 0.0852, 0.0831, 0.0787, 0.0775, 0.0656, 0.0787, 0.0776, 0.1033, -0.0573, 0.0165, 0.0388, -0.0461, 0.0259, 0.0263, -0.0528, 0.0374, -0.0120, -0.0641, -0.0034, 0.0101, -0.0496, 0.0118, 0.0339, -0.0571, 0.0010, 0.0016, -0.0414, 0.0468, 0.0422, -0.0351, 0.0411, 0.0532, -0.0619, -0.0142, 0.0275], "e_above_lowest_ev": 1.067, "homo_ev": -7.82, "molar_mass_g_mol": 948.4, "lumo_energy_ev": -0.489, "spin_multiplicity": 1}